Record 1
{
  "formula": "C4H16O3S",
  "method": "wB97M-V/def2-TZVPD",
  "homo_ev": -8.71,
  "smiles": "CCCCS.O.O.O",
  "orbital_gap_ev": 9.298,
  "species": ["C", "C", "C", "C", "S", "H", "H", "H", "H", "H", "H", "H", "H", "H", "H", "H", "H", "O", "H", "H", "O", "H", "H", "O"],
  "coordinates": [[1.18, -1.81, -1.44], [1.06, -1.34, 0.00], [0.32, 0.02, -0.08], [-1.15, -0.24, -0.41], [-1.96, 1.22, -1.08], [1.72, -2.75, -1.55], [1.58, -1.09, -2.17], [0.19, -1.95, -1.90], [0.33, -1.91, 0.58], [1.87, -1.22, 0.73], [0.35, 0.60, 0.86], [0.76, 0.74, -0.78], [-1.44, -0.78, -1.30], [-1.69, -0.61, 0.45], [-3.21, 0.81, -1.33], [-2.99, -3.40, 3.40], [-1.53, -2.89, 3.31], [-2.38, -2.74, 3.74], [3.13, 2.16, -1.64], [3.07, 2.94, -0.28], [2.83, 2.12, -0.73], [-0.17, 3.47, 0.53], [-1.17, 4.50, 0.16], [-0.69, 4.14, 0.92]]
}

Record 2
{
  "formula": "C4H16O4",
  "method": "wB97M-V/def2-TZVPD",
  "homo_ev": -9.60,
  "smiles": "CO.CO.CO.CO",
  "orbital_gap_ev": 10.107,
  "species": ["C", "O", "H", "H", "H", "H", "C", "O", "H", "H", "H", "H", "C", "O", "H", "H", "H", "H", "C", "O", "H", "H", "H", "H"],
  "coordinates": [[26.81, 12.62, -3.69], [27.77, 11.63, -3.40], [26.07, 12.17, -4.35], [26.26, 13.04, -2.85], [27.32, 13.32, -4.35], [28.56, 11.84, -3.92], [31.15, 10.96, -4.17], [30.15, 11.68, -4.86], [31.04, 11.07, -3.09], [31.12, 9.92, -4.47], [32.07, 11.46, -4.48], [30.61, 12.18, -5.53], [22.87, 13.40, -6.39], [23.50, 13.76, -7.55], [22.11, 14.12, -6.10], [22.42, 12.40, -6.41], [23.67, 13.36, -5.66], [22.85, 14.35, -7.96], [27.39, 8.33, -4.79], [27.10, 8.57, -3.45], [27.31, 9.31, -5.26], [28.42, 8.00, -4.95], [26.70, 7.59, -5.20], [27.57, 9.40, -3.30]]
}

Record 3
{
  "formula": "C4H16O4",
  "method": "wB97M-V/def2-TZVPD",
  "homo_ev": -10.10,
  "smiles": "CCO.CO.CO.O",
  "orbital_gap_ev": 10.647,
  "species": ["C", "O", "H", "H", "H", "H", "C", "O", "H", "H", "H", "H", "C", "C", "O", "H", "H", "H", "H", "H", "H", "O", "H", "H"],
  "coordinates": [[-0.31, 1.19, -1.30], [-0.67, 1.93, -2.41], [-1.13, 1.20, -0.59], [0.06, 0.19, -1.56], [0.56, 1.63, -0.82], [-0.05, 1.59, -3.06], [2.64, 4.50, 2.55], [2.08, 5.40, 3.53], [3.65, 4.83, 2.30], [2.88, 3.52, 2.97], [2.08, 4.46, 1.63], [1.60, 6.08, 3.06], [-0.80, -4.53, 0.80], [-0.63, -6.03, 0.66], [-0.27, -6.52, -0.59], [-0.76, -4.26, 1.86], [-1.80, -4.27, 0.47], [0.04, -3.98, 0.38], [-1.41, -6.61, 1.16], [0.21, -6.28, 1.31], [-0.06, -7.44, -0.46], [-3.00, 4.45, -4.09], [-2.45, 3.73, -3.77], [-2.45, 5.23, -4.01]]
}

Record 4
{
  "formula": "C4H16O4",
  "method": "wB97M-V/def2-TZVPD",
  "homo_ev": -10.07,
  "smiles": "C=CCC.O.O.O.O",
  "orbital_gap_ev": 10.416,
  "species": ["C", "C", "C", "C", "H", "H", "H", "H", "H", "H", "H", "H", "H", "H", "O", "H", "H", "O", "H", "H", "O", "H", "H", "O"],
  "coordinates": [[-2.06, -1.33, -0.18], [-0.86, -1.45, -1.10], [0.16, -0.37, -0.83], [1.29, -0.23, -1.51], [-2.66, -0.43, -0.39], [-2.77, -2.16, -0.30], [-1.78, -1.19, 0.86], [-1.22, -1.34, -2.12], [-0.38, -2.40, -0.93], [0.00, 0.38, -0.05], [1.95, 0.61, -1.34], [1.59, -0.96, -2.27], [2.08, -1.69, 2.00], [0.77, -1.49, 2.74], [1.60, -1.05, 2.53], [-0.28, 1.18, -3.02], [-1.85, 1.36, -2.88], [-1.10, 1.43, -3.47], [-0.26, 1.81, 1.93], [-0.86, 2.38, 3.22], [-1.09, 1.88, 2.41], [2.04, 1.81, 1.02], [2.80, 1.38, 2.26], [2.91, 1.88, 1.44]]
}

Record 5
{
  "formula": "C4H16O8Pd",
  "method": "wB97M-V/def2-TZVPD",
  "homo_ev": [1.44, 1.41],
  "multiplicity": 3,
  "orbital_gap_ev": [2.308, 2.310],
  "total_charge": -2,
  "s_squared": 2.030,
  "species": ["Pd", "O", "C", "C", "O", "H", "H", "H", "H", "O", "C", "C", "O", "H", "H", "H", "H", "O", "H", "H", "O", "H", "H", "O", "H", "H", "O", "H", "H"],
  "coordinates": [[0.08, -0.85, 0.07], [-1.23, 3.11, -2.47], [-0.58, 2.06, -3.12], [0.67, 1.43, -2.36], [0.48, 1.10, -0.96], [-0.31, 2.41, -4.12], [-1.31, 1.27, -3.28], [1.62, 1.95, -2.44], [0.92, 0.63, -3.05], [-0.52, 3.27, 2.16], [-0.33, 2.10, 2.98], [-1.25, 0.83, 2.55], [-1.39, 0.56, 1.17], [-0.37, 2.42, 4.02], [0.65, 1.68, 2.75], [-2.19, 0.89, 3.09], [-0.87, -0.02, 3.11], [-0.70, -2.74, 1.27], [-0.99, -3.47, 0.73], [-0.66, -3.09, 2.16], [-1.14, -1.88, -1.45], [-1.22, -1.60, -2.36], [-1.35, -2.81, -1.46], [1.71, -2.52, -0.87], [1.97, -2.63, -1.79], [2.01, -3.32, -0.44], [1.83, -0.45, 1.18], [1.89, -0.27, 2.12], [2.60, -0.04, 0.80]]
}

Record 6
{
  "formula": "C4H17CaNOP",
  "method": "wB97M-V/def2-TZVPD",
  "homo_ev": 0.09,
  "orbital_gap_ev": 2.838,
  "total_charge": -1,
  "species": ["C", "Ca", "N", "H", "H", "H", "H", "H", "H", "H", "H", "C", "P", "C", "C", "O", "H", "H", "H", "H", "H", "H", "H", "H", "H"],
  "coordinates": [[2.09, -0.25, -1.91], [-0.52, -0.33, -1.40], [-0.87, 1.55, -2.86], [4.32, 1.23, -3.64], [-1.52, 1.40, -3.63], [4.06, 0.68, -3.18], [2.15, -0.18, -3.01], [2.42, -1.24, -1.53], [2.57, 0.58, -1.37], [-1.24, 2.30, -2.27], [-0.01, 1.90, -3.29], [-1.22, 0.75, 3.05], [-0.86, -0.26, 1.65], [0.55, -1.29, 1.99], [-2.26, -1.29, 1.22], [-0.51, 0.66, 0.45], [-2.24, 1.16, 2.97], [-0.50, 1.58, 3.10], [-1.16, 0.18, 3.99], [0.36, -1.77, 2.96], [0.65, -2.07, 1.22], [1.48, -0.71, 2.04], [-3.10, -0.69, 0.83], [-2.01, -2.07, 0.49], [-2.60, -1.83, 2.12]]
}

Record 7
{
  "formula": "C4H17GaN2",
  "method": "wB97M-V/def2-TZVPD",
  "homo_ev": -6.92,
  "orbital_gap_ev": 5.214,
  "species": ["N", "C", "C", "C", "C", "Ga", "H", "H", "H", "H", "H", "H", "H", "H", "H", "H", "H", "H", "H", "N", "H", "H", "H", "H"],
  "coordinates": [[1.50, -1.04, -0.20], [0.50, 0.01, -0.61], [-0.26, 0.45, 0.66], [-1.71, 0.91, 0.42], [-2.44, -0.02, -0.58], [-2.21, -1.98, 0.12], [1.77, -0.85, 0.76], [0.98, -1.92, -0.21], [1.06, 0.83, -1.11], [-0.12, -0.46, -1.38], [0.29, 1.33, 1.09], [-0.22, -0.32, 1.44], [-1.79, 1.98, 0.14], [-2.23, 0.83, 1.39], [-3.50, 0.25, -0.67], [-1.97, 0.06, -1.57], [-1.69, -1.84, 1.65], [-3.62, -2.76, 0.03], [-1.04, -2.70, -0.73], [3.34, 1.45, -0.13], [4.15, 1.54, 0.49], [3.00, 0.47, -0.12], [2.59, 2.07, 0.19], [3.61, 1.71, -1.08]]
}

Record 8
{
  "formula": "C4H17N11",
  "method": "wB97M-V/def2-TZVPD",
  "homo_ev": [-16.17, -16.17],
  "orbital_gap_ev": [8.381, 8.380],
  "total_charge": 2,
  "species": ["C", "C", "C", "C", "N", "N", "N", "N", "N", "N", "N", "N", "N", "N", "N", "H", "H", "H", "H", "H", "H", "H", "H", "H", "H", "H", "H", "H", "H", "H", "H", "H"],
  "coordinates": [[-1.44, 0.24, -0.82], [-0.53, 0.55, -1.98], [-1.04, -0.90, 0.07], [0.32, 0.09, 1.95], [-0.45, -0.77, -2.69], [-0.43, -1.82, -2.13], [0.18, -0.52, 0.74], [-0.67, -2.02, -0.89], [-2.64, 0.74, -0.85], [-1.16, 1.53, -2.82], [-2.06, -1.32, 0.97], [1.52, 0.49, 2.28], [-0.73, 0.28, 2.74], [0.83, 0.81, -1.55], [3.86, 0.03, 1.17], [0.93, -0.32, 0.07], [-0.55, -2.96, -0.53], [-2.79, 1.49, -1.54], [-3.39, 0.46, -0.23], [-0.55, 2.30, -3.06], [-1.50, 1.13, -3.68], [-2.89, -1.65, 0.49], [-1.73, -2.05, 1.59], [1.64, 0.90, 3.20], [2.45, 0.28, 1.74], [-1.65, -0.04, 2.46], [-0.61, 0.67, 3.66], [0.94, 1.78, -1.26], [1.47, 0.64, -2.32], [4.36, 0.92, 1.14], [3.96, -0.39, 0.25], [4.36, -0.56, 1.82]]
}

Record 9
{
  "formula": "C4H17N2O2",
  "method": "wB97M-V/def2-TZVPD",
  "homo_ev": -12.84,
  "orbital_gap_ev": 9.757,
  "total_charge": 1,
  "species": ["N", "C", "C", "N", "C", "C", "H", "H", "H", "H", "H", "H", "H", "H", "H", "H", "H", "H", "H", "H", "H", "O", "H", "H", "O"],
  "coordinates": [[1.92, 0.48, -0.68], [1.25, -0.78, -1.11], [-0.07, -1.23, -0.36], [-0.17, -0.30, 0.81], [-1.41, 0.61, 0.77], [-1.31, 1.42, 2.05], [1.40, 1.32, -1.17], [2.88, 0.64, -1.11], [1.76, 0.59, 0.43], [0.85, -0.93, -2.21], [2.03, -1.44, -1.03], [0.16, -2.22, -0.04], [-0.86, -1.30, -1.01], [-0.13, -0.75, 1.70], [-2.30, -0.06, 0.48], [-1.36, 1.29, -0.13], [-1.94, 2.30, 2.00], [-1.58, 0.86, 2.99], [-0.26, 1.89, 2.15], [0.00, 2.12, -4.75], [1.41, 1.85, -4.71], [0.69, 1.91, -4.17], [-0.54, -2.89, 3.58], [-1.56, -2.98, 2.65], [-0.86, -2.41, 2.88]]
}

Record 10
{
  "formula": "C4H17N2O2",
  "method": "wB97M-V/def2-TZVPD",
  "homo_ev": -13.68,
  "orbital_gap_ev": 11.016,
  "total_charge": 1,
  "species": ["N", "C", "C", "N", "C", "C", "H", "H", "H", "H", "H", "H", "H", "H", "H", "H", "H", "H", "H", "H", "H", "O", "H", "H", "O"],
  "coordinates": [[-1.13, -1.48, -1.64], [-1.96, -0.57, -0.77], [-1.48, -0.87, 0.67], [0.02, -0.35, 0.77], [0.19, 1.18, 0.40], [1.68, 1.36, 0.24], [0.64, -0.79, 0.07], [-0.86, -0.99, -2.52], [-1.78, -2.12, -2.12], [-2.23, 0.46, -0.93], [-3.07, -0.72, -0.80], [-1.51, -1.96, 0.88], [-2.35, -0.54, 1.36], [0.46, -0.75, 1.58], [-0.22, 1.61, 1.37], [-0.36, 1.51, -0.51], [2.02, 1.77, 1.16], [2.21, 0.53, -0.06], [1.76, 2.29, -0.42], [1.28, 0.13, -2.62], [0.32, 1.41, -3.08], [0.37, 0.61, -2.42], [1.40, -0.81, 3.57], [2.67, -0.22, 3.06], [1.93, -0.69, 2.77]]
}

Record 11
{
  "formula": "C4H17N2O2",
  "method": "wB97M-V/def2-TZVPD",
  "homo_ev": -11.73,
  "orbital_gap_ev": 6.137,
  "total_charge": 1,
  "species": ["C", "C", "C", "C", "N", "N", "H", "H", "H", "H", "H", "H", "H", "H", "H", "H", "H", "H", "H", "H", "H", "O", "H", "H", "O"],
  "coordinates": [[0.12, -0.18, 0.41], [-0.95, -0.75, 1.36], [-1.54, -2.11, 1.01], [-2.63, -1.97, -0.05], [-3.96, -1.98, 0.53], [1.05, 0.78, 1.33], [0.15, -3.09, 0.50], [-0.38, 0.61, -0.18], [-1.79, -0.07, 1.50], [-0.52, -0.82, 2.37], [-0.60, -2.78, 0.64], [-1.94, -2.56, 1.93], [-2.44, -2.84, -0.73], [-2.46, -1.03, -0.63], [-4.39, -2.87, 0.29], [-4.62, -1.24, 0.24], [0.48, 1.47, 1.84], [1.69, 1.23, 0.69], [1.64, 0.22, 1.94], [2.64, 2.05, -1.82], [2.92, 0.78, -1.06], [2.61, 1.69, -0.92], [4.56, 3.39, -2.43], [3.63, 4.43, -3.13], [3.79, 3.47, -2.99]]
}

Record 12
{
  "formula": "C4H17NO3",
  "method": "wB97M-V/def2-TZVPD",
  "homo_ev": -8.59,
  "smiles": "CNC(C)C.O.O.O",
  "orbital_gap_ev": 8.793,
  "species": ["C", "N", "C", "C", "C", "H", "H", "H", "H", "H", "H", "H", "H", "H", "H", "H", "H", "H", "O", "H", "H", "O", "H", "H", "O"],
  "coordinates": [[-1.46, -0.91, 0.87], [-0.10, -0.54, 0.41], [-0.31, 0.31, -2.06], [0.24, -0.76, -1.08], [-0.27, -2.15, -1.48], [-2.21, -1.08, 0.09], [-1.65, -0.40, 1.84], [-1.20, -1.96, 1.16], [0.11, 0.44, 0.55], [0.39, 0.45, -2.89], [-0.13, 1.27, -1.58], [-1.38, 0.29, -2.20], [1.31, -0.83, -1.14], [0.03, -2.99, -0.84], [0.01, -2.24, -2.53], [-1.35, -2.16, -1.54], [-0.65, 3.92, 0.25], [-0.54, 2.85, 1.38], [-0.51, 2.98, 0.43], [0.68, -1.26, 3.50], [0.85, 0.11, 2.95], [0.62, -0.34, 3.78], [2.62, 1.54, 0.82], [2.10, 1.99, -0.56], [2.79, 1.48, -0.13]]
}